No. 1
Density functional theory data (ωB97M-V/def2-TZVPD) for a 2-piece molecular cluster, C5H5BrS overall in a non-equilibrium geometry.

Net charge ... 0
Highest occupied orbital energy ... -7.9 eV
LUMO level ... 0.24 eV
Frontier orbital gap ... 8.10 eV

Cartesian coordinates (Å):
C 2.90766 0.38413 -0.08071
C -0.92785 0.00840 0.98721
C -0.85985 -0.66848 -0.27308
H -2.01245 0.00214 1.18960
H -0.44039 0.98572 0.81801
H 0.79789 0.51389 -1.10437
C 1.74974 0.60268 -0.66260
C -0.71510 -1.08250 -1.38595
H -0.28408 -0.47149 1.66745
S 2.28801 2.08424 0.31598
Br 4.45892 -0.62501 0.17213
H -0.64163 -1.72262 -2.34797



No. 2
Density functional theory data (ωB97M-V/def2-TZVPD) for an isolated molecule of C5H13NO in a non-equilibrium geometry.

Net charge ... 0
Highest occupied orbital energy ... -9.4 eV
LUMO level ... 0.89 eV
Frontier orbital gap ... 10.26 eV

Cartesian coordinates (Å):
H 0.18188 0.70471 1.61366
H 1.28600 2.76487 -2.21754
H 1.46951 2.37357 -0.75160
H -0.98364 -2.79802 1.41138
C -0.34721 0.83882 -0.50171
H 0.97948 -1.59970 1.61782
C -1.11698 -1.77149 1.05574
C 0.47745 0.90544 -1.77296
H -1.77029 -1.83358 0.18388
O -1.77979 -0.94530 2.01093
H -1.16694 0.12872 -0.62275
H -0.20474 1.28045 -2.54913
C 0.34777 -1.29604 0.78417
H 1.51720 0.45284 0.44826
C 0.46798 0.22765 0.68009
H -1.72440 -1.40691 2.84749
H 0.97445 0.01575 -2.15219
H -0.76704 1.81386 -0.26075
H 0.60240 -1.80416 -0.15046
N 1.55692 1.94853 -1.67432



No. 3
Density functional theory data (ωB97M-V/def2-TZVPD) for an isolated molecule of C5H6O in a non-equilibrium geometry.

Net charge ... 0
Spin multiplicity ... 3
Highest occupied orbital energy (spin up / spin down) ... -5.8 / -10.7 eV
LUMO level (spin up / spin down) ... 0.98 / -3.42 eV
⟨S²⟩ ... 2.011
Frontier orbital gap (spin up / spin down) ... 6.81 / 7.31 eV

Cartesian coordinates (Å):
H 4.20775 1.06490 0.05411
H -2.81075 -0.13992 -0.44144
H -0.47079 1.06085 0.48858
H -0.68288 0.72065 -1.14779
C 0.56752 -0.63533 -0.29086
O 0.58220 -1.77814 -0.45129
H -2.28422 0.23417 1.18628
C -1.98948 -0.36701 0.28413
H -2.00627 -1.37116 0.52812
C 3.26806 0.71865 0.11810
C 2.24452 0.18716 -0.14840
C -0.62566 0.30519 -0.17954



No. 4
Density functional theory data (ωB97M-V/def2-TZVPD) for a 4-piece molecular cluster, H8O3S2 overall in a non-equilibrium geometry.

Net charge ... 0
Highest occupied orbital energy ... -8.8 eV
LUMO level ... 0.29 eV
Frontier orbital gap ... 9.13 eV

Cartesian coordinates (Å):
O -1.56167 -1.07267 -0.93616
H 0.62947 -1.87954 0.20659
H 0.51760 -2.02423 1.62795
H 2.74426 -0.50505 0.30164
H 0.00031 1.93571 -1.45308
S -1.58708 1.92796 0.66621
S -0.35018 2.86075 -0.55394
H -2.01450 -1.78651 -0.47472
H 2.24646 0.89923 0.28791
H -0.88093 -0.81382 -0.29834
H -2.67804 1.61469 -0.05756
O 0.55813 -1.30424 0.98498
O 2.37617 0.14773 -0.30148



What did we get for total energy? Answer: -3165.51841; -328.26889; -269.04273; -1026.86079 Ha, in the order shown.
What did we get for energy above the lowest of the compared OMol25 structures with the same formula, charge and spin? Answer: 471.1; 131.1; 360.9; 66.2 kJ/mol, in the order shown.